1.
This record from the Open Molecules 2025 dataset describes C46H44GeI2N4O5PPb as an isolated structure in a non-equilibrium geometry. The level of theory is ωB97M-V/def2-TZVPD.

Its spin multiplicity is 2. The total energy comes out at -5580.93782 Eh. The value obtained for the LUMO energy (spin up / spin down) is -0.332 / -1.378 eV. For the HOMO energy (spin up / spin down), the calculation gives -7.35 / -7.35 eV. As for the energy above the lowest of the compared OMol25 structures with the same formula, charge and spin: 49.79 kcal per mole.

```
104
C46H44GeI2N4O5PPb ωB97M-V/def2-TZVPD
Pb 0.805 0.205 2.074
I 8.265 -0.649 4.663
C 6.406 -0.210 4.032
C 5.959 1.136 4.028
C 4.791 1.495 3.411
I 4.133 3.397 3.620
C 4.071 0.531 2.670
O 3.075 0.889 1.922
C 4.411 -0.837 2.880
C 3.549 -2.000 2.382
N 2.163 -1.933 3.038
C 2.148 -2.086 4.518
C 1.497 -0.830 5.204
C 1.776 -0.515 6.518
C 1.069 0.490 7.204
C 0.071 1.150 6.490
C -0.121 0.843 5.148
N 0.534 -0.153 4.542
C 5.583 -1.205 3.601
H 6.541 2.006 4.422
H 3.321 -1.841 1.324
H 4.110 -2.923 2.635
H 1.603 -2.735 2.643
H 1.618 -3.013 4.760
H 3.147 -2.267 5.050
H 2.540 -1.127 7.011
H 1.229 0.802 8.256
H -0.632 1.865 6.979
H -0.897 1.329 4.579
H 5.935 -2.258 3.660
O -1.698 2.376 2.546
C -0.700 2.896 1.969
O 0.567 2.615 2.133
C -0.936 4.010 0.955
P -0.147 3.394 -0.663
C -1.438 3.818 -1.849
C -1.869 5.118 -2.119
C -2.710 5.301 -3.232
C -3.247 4.277 -3.942
C -2.962 2.979 -3.517
C -2.010 2.752 -2.477
C 1.125 4.678 -0.826
C 1.230 5.430 -1.992
C 2.235 6.386 -2.131
C 3.006 6.771 -1.000
C 2.908 6.028 0.182
C 1.978 4.971 0.293
H -0.488 4.988 1.260
H -1.975 4.175 0.748
H -1.620 5.947 -1.459
H -3.087 6.286 -3.396
H -3.889 4.368 -4.825
H -3.397 2.109 -4.051
H -1.619 1.722 -2.271
H 0.465 5.297 -2.773
H 2.434 6.780 -3.088
H 3.735 7.547 -1.094
H 3.480 6.233 1.000
H 1.813 4.399 1.178
C -5.794 2.259 0.376
O -4.791 1.604 1.180
C -4.052 0.681 0.555
O -3.943 0.565 -0.676
N -3.288 -0.049 1.506
N -2.026 -0.564 0.970
H -6.023 3.169 0.897
H -6.755 1.733 0.357
H -5.441 2.451 -0.657
H -3.111 0.456 2.354
H -2.022 -0.298 -0.040
H -2.048 -1.577 1.055
C -0.807 -0.757 -3.573
Ge -1.425 -2.393 -2.686
C -2.703 -3.187 -3.945
C -4.074 -3.370 -3.674
C -4.947 -3.837 -4.630
C -4.498 -3.971 -5.971
C -3.148 -3.820 -6.234
C -2.274 -3.484 -5.201
C 0.130 -3.605 -2.726
C 1.185 -3.415 -3.588
C 2.302 -4.224 -3.597
C 2.311 -5.379 -2.854
C 1.265 -5.664 -1.921
C 1.352 -6.650 -0.963
C 0.444 -6.741 0.026
C -0.632 -5.885 0.138
C -0.820 -4.945 -0.822
C 0.137 -4.801 -1.890
H -0.234 -1.059 -4.476
H -0.175 -0.219 -2.868
H -1.619 -0.057 -3.742
H -4.473 -3.061 -2.666
H -5.996 -4.067 -4.371
H -5.206 -4.245 -6.768
H -2.818 -3.918 -7.297
H -1.192 -3.520 -5.396
H 1.205 -2.480 -4.118
H 3.176 -3.936 -4.224
H 3.071 -6.167 -2.859
H 2.275 -7.268 -0.951
H 0.605 -7.417 0.841
H -1.400 -5.876 0.942
H -1.606 -4.222 -0.637
```

Löwdin atomic charge list, values in e, 99 entries:
1. Pb 1.49
2. I 0.91
3. C -0.84
4. C -0.24
5. C -0.72
6. I 1.00
7. C -0.47
8. O -0.31
9. C -0.16
10. C -0.13
11. N -0.16
12. C -0.13
13. C -0.24
14. C -0.02
15. C -0.03
16. C -0.05
17. C -0.12
18. N -0.02
19. C -0.16
20. H 0.09
21. H 0.11
22. H 0.12
23. H 0.12
24. H 0.12
25. H 0.14
26. H 0.12
27. H 0.12
28. H 0.13
29. H 0.09
30. H 0.10
31. O -0.06
32. C -0.73
33. O -0.30
34. C -0.22
35. P 1.09
36. C -0.44
37. C -0.09
38. C -0.10
39. C -0.10
40. C -0.07
41. C -0.12
42. C -0.37
43. C -0.11
44. C -0.07
45. C -0.07
46. C -0.07
47. C -0.07
48. H 0.10
49. H 0.07
50. H 0.12
51. H 0.10
52. H 0.11
53. H 0.11
54. H 0.08
55. H 0.10
56. H 0.08
57. H 0.09
58. H 0.06
59. H 0.06
60. C -0.03
61. O -0.02
62. C -0.53
63. O 0.04
64. N 0.02
65. N -0.02
66. H 0.08
67. H 0.09
68. H 0.10
69. H 0.10
70. H 0.06
71. H 0.06
72. C -0.25
73. Ge 1.05
74. C -0.35
75. C -0.13
76. C -0.10
77. C -0.09
78. C -0.10
79. C -0.14
80. C -0.26
81. C -0.13
82. C -0.08
83. C -0.02
84. C -0.19
85. C -0.06
86. C -0.11
87. C -0.10
88. C -0.07
89. C -0.15
90. H 0.03
91. H 0.01
92. H 0.00
93. H 0.11
94. H 0.11
95. H 0.10
96. H 0.12
97. H 0.10
98. H 0.08
99. H 0.12

***

2.
This record from the Open Molecules 2025 dataset describes C4H10O as an isolated structure. The level of theory is ωB97M-V/def2-TZVPD.

The total energy comes out at -233.52390 Eh. The value obtained for the LUMO energy is 0.959 eV. For the HOMO energy, the calculation gives -8.79 eV. As for the energy above the lowest of the compared OMol25 structures with the same formula, charge and spin: 75.96 kcal per mole.

```
15
C4H10O ωB97M-V/def2-TZVPD
C 0.543 -1.812 0.931
C -0.213 -0.518 0.816
C -1.298 -0.334 -0.045
C 0.431 1.681 -1.058
O 0.340 0.543 1.291
H 0.204 -2.544 0.193
H 1.610 -1.612 0.799
H 0.408 -2.242 1.930
H -1.709 -1.185 -0.582
H -2.011 0.451 0.205
H -0.462 0.588 -0.749
H 0.317 1.318 -2.088
H -0.038 2.667 -1.009
H 1.515 1.787 -0.922
H 0.362 1.213 0.288
```

So, what does the Löwdin scheme give us? The charges, in e, come out as:
1. C -0.01
2. C -0.51
3. C -0.04
4. C -0.11
5. O -0.03
6. H 0.08
7. H 0.09
8. H 0.09
9. H 0.08
10. H 0.09
11. H 0.09
12. H 0.04
13. H 0.04
14. H 0.04
15. H 0.06

***

3.
This record from the Open Molecules 2025 dataset describes a 2-piece molecular cluster, C3H6O4 overall in a non-equilibrium geometry. The level of theory is ωB97M-V/def2-TZVPD.

The total energy comes out at -418.84496 Eh. The value obtained for the LUMO energy is 0.535 eV. For the HOMO energy, the calculation gives -8.89 eV. As for the energy above the lowest of the compared OMol25 structures with the same formula, charge and spin: 30.93 kcal per mole.

```
13
C3H6O4 ωB97M-V/def2-TZVPD
C 0.406 1.087 0.141
C -0.718 1.236 0.855
C -0.153 -1.652 -0.602
O 1.550 0.626 0.728
O 0.476 1.550 -1.142
O -0.849 -1.926 0.546
O 1.042 -1.860 -0.729
H 1.426 1.611 -1.344
H 1.814 -0.171 0.221
H -1.808 -1.786 0.430
H -0.751 0.950 1.900
H -1.602 1.673 0.407
H -0.832 -1.337 -1.411
```

So, what does the Löwdin scheme give us? The charges, in e, come out as:
1. C -0.55
2. C 0.06
3. C -0.35
4. O 0.05
5. O 0.06
6. O 0.06
7. O 0.05
8. H 0.12
9. H 0.09
10. H 0.12
11. H 0.07
12. H 0.07
13. H 0.15

***

4.
This record from the Open Molecules 2025 dataset describes C17H17N4O2S6SbTi as an isolated structure in a non-equilibrium geometry. The level of theory is ωB97M-V/def2-TZVPD.

Its spin multiplicity is 3. The total energy comes out at -4506.64682 Eh. The value obtained for the LUMO energy (spin up / spin down) is 4.505 / 4.496 eV. For the HOMO energy (spin up / spin down), the calculation gives -0.46 / -2.44 eV. The net charge is -2. As for the energy above the lowest of the compared OMol25 structures with the same formula, charge and spin: 11.23 kcal per mole.

```
48
C17H17N4O2S6SbTi ωB97M-V/def2-TZVPD
Ti 0.531 -0.782 -0.648
S 1.659 -5.279 0.558
Sb 1.097 -3.934 -1.183
S -0.879 -2.662 -0.549
S 2.510 -2.002 -1.295
S 0.763 -4.770 -3.280
C -2.083 -2.761 -4.415
C -1.559 -1.502 -3.791
C -0.207 -1.191 -3.842
C 0.288 -0.064 -3.191
C -0.582 0.721 -2.424
C -1.946 0.420 -2.368
C -2.419 -0.671 -3.066
S 0.053 2.125 -1.550
O 0.846 2.931 -2.446
O -1.066 2.813 -0.933
N 0.924 1.287 -0.503
C 1.315 1.841 0.728
C 1.537 3.190 1.003
C 1.863 3.573 2.299
C 1.985 2.640 3.320
C 1.773 1.269 3.070
C 1.851 0.236 4.045
C 1.633 -1.095 3.645
C 1.269 -1.388 2.354
N 1.092 -0.413 1.415
C 1.406 0.887 1.755
H -1.346 -3.214 -5.073
H -3.007 -2.567 -4.966
H -2.291 -3.491 -3.629
H 0.475 -1.863 -4.348
H 1.340 0.187 -3.257
H -2.597 1.027 -1.753
H -3.469 -0.930 -2.995
H 1.453 3.918 0.207
H 2.028 4.623 2.512
H 2.247 2.954 4.324
H 2.128 0.479 5.064
H 1.747 -1.908 4.350
H 1.097 -2.409 2.032
N -1.595 0.201 3.252
C -2.101 0.874 2.186
N -1.542 2.071 1.931
S -3.389 0.270 1.296
H -0.637 0.386 3.525
H -1.861 -0.769 3.285
H -0.647 2.290 2.346
H -1.687 2.454 1.006
```

So, what does the Löwdin scheme give us? The charges, in e, come out as:
1. Ti 0.35
2. S -0.30
3. Sb -0.17
4. S 0.00
5. S -0.05
6. S -0.26
7. C -0.07
8. C -0.29
9. C -0.06
10. C -0.14
11. C -0.35
12. C -0.07
13. C -0.05
14. S 0.59
15. O -0.31
16. O -0.33
17. N -0.22
18. C -0.29
19. C -0.06
20. C -0.13
21. C -0.08
22. C -0.21
23. C -0.09
24. C -0.12
25. C -0.16
26. N -0.04
27. C -0.22
28. H 0.06
29. H 0.07
30. H 0.07
31. H 0.10
32. H 0.11
33. H 0.09
34. H 0.12
35. H 0.10
36. H 0.09
37. H 0.09
38. H 0.08
39. H 0.09
40. H 0.07
41. N 0.10
42. C -0.99
43. N 0.12
44. S 0.51
45. H 0.06
46. H 0.08
47. H 0.08
48. H 0.05

***

5.
This record from the Open Molecules 2025 dataset describes C23H19AuN2O4 as an isolated structure. The level of theory is ωB97M-V/def2-TZVPD.

The total energy comes out at -1433.96059 Eh. The value obtained for the LUMO energy is -1.448 eV. For the HOMO energy, the calculation gives -8.28 eV.

```
49
C23H19AuN2O4 ωB97M-V/def2-TZVPD
Au -0.345 2.149 0.546
O -2.302 1.639 0.651
C -2.558 0.403 1.015
C -3.621 -0.260 0.372
C -4.015 -1.519 0.752
C -3.380 -2.191 1.806
C -2.334 -1.579 2.440
C -1.888 -0.298 2.058
C -0.708 0.194 2.681
N -0.072 1.258 2.348
C 1.229 1.643 2.875
C 2.241 1.686 1.735
N 1.670 2.391 0.576
C 2.264 2.296 -0.573
C 1.790 2.758 -1.826
C 2.696 2.720 -2.910
C 2.373 3.236 -4.132
C 1.106 3.820 -4.304
C 0.192 3.850 -3.284
C 0.478 3.282 -2.023
O -0.462 3.312 -1.125
H -4.099 0.259 -0.447
H -4.817 -2.012 0.217
H -3.696 -3.184 2.094
H -1.813 -2.088 3.244
H -0.304 -0.398 3.504
H 1.566 0.942 3.642
H 1.140 2.636 3.321
H 2.502 0.668 1.439
H 3.136 2.209 2.078
H 3.257 1.844 -0.580
H 3.673 2.278 -2.754
H 3.077 3.202 -4.951
H 0.841 4.241 -5.265
H -0.789 4.286 -3.418
O -0.557 -0.733 -1.888
C 0.004 -0.972 -0.823
O 0.444 -0.127 0.026
C 0.124 -2.441 -0.385
C -0.349 -3.442 -1.222
C -0.297 -4.770 -0.820
C 0.229 -5.104 0.420
C 0.712 -4.107 1.256
C 0.658 -2.779 0.852
H -0.759 -3.156 -2.182
H -0.671 -5.547 -1.476
H 0.264 -6.140 0.733
H 1.133 -4.368 2.220
H 1.034 -1.988 1.488
```

So, what does the Löwdin scheme give us? The charges, in e, come out as:
1. Au 1.40
2. O -0.17
3. C -0.33
4. C 0.00
5. C -0.05
6. C -0.08
7. C -0.04
8. C -0.15
9. C -0.06
10. N -0.10
11. C -0.18
12. C -0.18
13. N -0.10
14. C -0.07
15. C -0.14
16. C -0.04
17. C -0.09
18. C -0.06
19. C 0.00
20. C -0.32
21. O -0.16
22. H 0.12
23. H 0.11
24. H 0.10
25. H 0.12
26. H 0.15
27. H 0.13
28. H 0.12
29. H 0.12
30. H 0.13
31. H 0.15
32. H 0.11
33. H 0.10
34. H 0.11
35. H 0.12
36. O 0.02
37. C -0.63
38. O -0.14
39. C -0.13
40. C -0.03
41. C -0.09
42. C -0.11
43. C -0.10
44. C -0.05
45. H 0.11
46. H 0.10
47. H 0.10
48. H 0.09
49. H 0.10

***

6.
This record from the Open Molecules 2025 dataset describes a 5-piece molecular cluster, C2H15NO4 overall in a non-equilibrium geometry. The level of theory is ωB97M-V/def2-TZVPD.

The total energy comes out at -440.89109 Eh. The value obtained for the LUMO energy is 0.619 eV. For the HOMO energy, the calculation gives -10.32 eV. As for the energy above the lowest of the compared OMol25 structures with the same formula, charge and spin: 20.63 kcal per mole.

```
22
C2H15NO4 ωB97M-V/def2-TZVPD
C 0.685 0.887 2.377
C 1.116 -0.324 1.547
N 0.277 -0.449 0.315
H 0.146 1.548 1.708
H 1.525 1.420 2.833
H 0.025 0.556 3.171
H 0.866 -1.220 2.131
H 2.185 -0.483 1.440
H 0.278 -1.446 0.157
H 0.738 -0.015 -0.473
H 5.396 -1.963 -2.557
H 4.243 -2.782 -2.082
O 4.447 -1.896 -2.395
H -3.063 0.109 -1.246
H -4.137 -0.480 -2.289
O -3.846 0.282 -1.793
H -1.639 2.330 -2.300
H -1.383 1.506 -1.122
O -1.028 1.642 -2.015
H -2.927 0.248 1.313
H -1.538 0.011 0.697
O -2.367 0.521 0.582
```

So, what does the Löwdin scheme give us? The charges, in e, come out as:
1. C -0.10
2. C -0.31
3. N -0.01
4. H 0.06
5. H 0.07
6. H 0.06
7. H 0.10
8. H 0.10
9. H 0.08
10. H 0.08
11. H 0.03
12. H 0.03
13. O -0.06
14. H -0.01
15. H 0.02
16. O -0.08
17. H 0.04
18. H -0.01
19. O -0.07
20. H 0.05
21. H 0.00
22. O -0.08